<a>
The following is a quantum chemistry calculation of a single C6H9B molecule, from the OMol25 dataset.

Output
- Frontier orbital gap (alpha / beta): 7.59 / 6.93 eV
- 2S+1: 1

Last column: Mulliken charge in e.
Atoms and positions in Å:
B -0.12 -1.68 -0.08  0.00
C -0.06 1.36 -0.16  -0.70
C 1.12 0.63 -0.42  0.27
C -1.53 -0.53 -0.39  -0.83
C 1.06 -0.84 0.07  0.06
C -1.27 0.73 0.48  -0.48
C 2.04 0.01 0.74  -0.54
H -0.30 -2.91 -0.43  -0.06
H -1.46 -0.32 -1.63  0.25
H -0.43 1.90 -1.02  0.35
H 1.67 0.95 -1.41  0.29
H -2.44 -1.01 0.03  0.30
H -0.99 0.21 1.49  0.22
H -2.18 1.23 0.48  0.38
H 3.03 -0.08 0.41  0.31
H 1.88 0.36 1.85  0.19



<b>
The following is a quantum chemistry calculation of C6H9B as an isolated structure, from the OMol25 dataset.

Output
- Frontier orbital gap: 9.33 eV
- 2S+1: 1

Last column: Mulliken charge in e.
Atoms and positions in Å:
B 0.98 -0.01 -0.06  -0.02
C 0.36 1.37 -0.05  -0.48
C -0.98 1.28 0.17  -0.49
C -1.54 0.00 0.12  0.54
C -2.68 -0.54 -0.16  -0.83
C -0.03 -1.20 0.10  -0.79
C 2.55 -0.11 -0.04  -0.89
H 0.88 2.22 -0.17  0.58
H -1.75 1.98 0.46  0.33
H -2.81 -1.57 -0.42  0.27
H -3.59 0.01 -0.18  0.29
H -0.13 -2.01 -0.75  0.27
H 0.09 -1.53 1.11  0.34
H 2.69 0.60 0.83  0.27
H 2.81 0.51 -0.91  0.28
H 3.15 -1.02 -0.05  0.32



According to the calculations, the structures order from most to least stable as <b>, <a>.



<a>
The following is a quantum chemistry calculation of a single C6H9B molecule, from the OMol25 dataset.

Output
- Frontier orbital gap: 9.29 eV
- 2S+1: 1

Last column: Mulliken charge in e.
Atoms and positions in Å:
C 3.39 1.59 0.70  -0.47
B 2.37 0.64 0.73  0.06
C 1.15 -0.67 0.44  -0.78
C -0.38 -0.71 0.26  0.33
C -1.39 -0.32 -0.44  0.20
C -1.80 0.58 -1.51  -0.96
C -1.70 -1.44 0.56  -0.68
H 3.51 2.46 1.33  0.27
H 4.17 1.09 0.12  0.22
H 1.57 -1.03 -0.43  0.30
H 1.33 -1.44 1.21  0.34
H -2.43 0.05 -2.28  0.27
H -0.86 0.88 -2.01  0.28
H -2.30 1.63 -1.17  0.24
H -2.18 -1.25 1.50  0.21
H -1.82 -2.57 0.25  0.17



<b>
The following is a quantum chemistry calculation of a single C6H9B molecule, from the OMol25 dataset.

Output
- Frontier orbital gap: 9.83 eV
- 2S+1: 1

Last column: Mulliken charge in e.
Atoms and positions in Å:
B -0.54 0.35 0.26  0.39
C 0.86 -2.00 0.48  -0.40
C 0.38 -2.30 -0.87  -0.71
C 1.00 -0.65 0.72  -0.60
C 0.46 -1.10 -1.47  -0.61
C 0.73 0.00 -0.61  -0.15
C -0.89 1.82 0.65  -0.91
H -1.36 -0.45 0.43  -0.18
H 1.08 -2.61 1.33  0.42
H 0.06 -3.15 -1.35  0.52
H 1.56 -0.35 1.56  0.45
H 0.08 -0.89 -2.40  0.46
H 1.38 0.80 -0.92  0.45
H -0.77 2.36 -0.20  0.39
H 0.02 2.06 1.24  0.31
H -1.92 2.08 1.15  0.16



According to the calculations, the structures order from most to least stable as <b>, <a>.



<a>
The following is a quantum chemistry calculation of a 8-piece molecular cluster, C32H48O24 overall, from the OMol25 dataset.

Output
- Frontier orbital gap: 10.22 eV
- 2S+1: 1

Last column: Mulliken charge in e.
Atoms and positions in Å:
C -0.84 -3.79 -5.78  -1.41
C 0.33 -3.67 -4.87  0.50
C 0.76 -2.24 -4.61  -0.19
O 0.46 -2.05 -3.25  -0.04
C -0.27 -3.03 -2.78  0.29
O -0.65 -3.21 -1.63  -0.56
O -0.28 -4.05 -3.68  -0.34
H -1.87 -3.37 -5.59  0.33
H -1.10 -4.92 -5.85  0.34
H -0.73 -3.51 -6.98  0.27
H 1.24 -4.37 -5.09  0.27
H 0.11 -1.55 -5.08  0.50
H 1.88 -1.98 -4.91  -0.17
C -0.17 -3.26 3.94  -1.36
C 1.01 -3.45 2.93  0.01
C 0.62 -3.31 1.50  -0.57
O 1.25 -2.21 0.89  0.41
C 1.92 -1.52 1.76  0.22
O 2.55 -0.53 1.64  -0.45
O 1.86 -2.23 2.98  -0.52
H 0.20 -3.53 4.98  0.42
H -0.74 -4.21 3.82  0.44
H -0.71 -2.36 3.92  0.16
H 1.72 -4.11 3.01  0.69
H -0.60 -3.26 1.45  0.11
H 0.94 -4.10 0.95  0.48
C 4.67 -0.90 -3.79  -0.40
C 4.37 -2.11 -2.86  0.15
C 3.42 -2.07 -1.82  1.10
O 2.90 -3.39 -1.78  -0.28
C 3.30 -4.03 -2.85  0.39
O 2.94 -5.03 -3.32  -0.58
O 4.04 -3.23 -3.59  -0.35
H 4.79 -0.10 -3.07  0.16
H 3.75 -0.97 -4.44  -0.11
H 5.30 -1.04 -4.79  0.28
H 5.50 -2.48 -2.38  0.13
H 2.44 -1.56 -1.97  -0.39
H 3.87 -1.71 -0.82  0.00
C 4.30 2.56 1.93  -1.36
C 4.51 2.54 0.35  0.18
C 4.70 1.06 -0.20  -0.62
O 3.61 0.89 -1.06  0.22
C 2.92 2.04 -1.01  0.37
O 2.00 2.36 -1.85  -0.64
O 3.37 2.89 -0.26  -0.26
H 4.21 3.59 2.22  0.44
H 5.14 2.40 2.56  0.45
H 3.37 1.99 2.30  0.20
H 5.45 3.02 0.05  0.34
H 4.64 0.54 0.81  0.11
H 5.63 0.97 -0.62  0.63
C -2.42 -0.64 0.46  -1.09
C -1.31 0.56 0.73  0.47
C -0.23 0.36 -0.38  1.03
O -0.73 1.05 -1.47  0.05
C -1.60 1.96 -1.09  0.47
O -2.11 2.81 -1.85  -0.66
O -1.90 1.78 0.29  -0.27
H -1.90 -1.59 0.55  0.14
H -3.00 -0.66 -0.40  0.46
H -3.24 -0.50 1.23  0.23
H -0.81 0.41 1.70  0.35
H -0.05 -0.69 -0.68  -0.67
H 0.79 0.63 0.01  -0.63
C -4.06 0.46 7.75  -1.94
C -2.91 0.20 6.66  0.42
C -2.37 -1.25 7.04  -0.52
O -2.45 -1.93 5.78  -0.36
C -3.07 -1.24 4.87  0.66
O -3.55 -1.57 3.79  -0.60
O -3.33 -0.07 5.33  -0.11
H -4.73 -0.15 7.73  0.74
H -4.51 1.42 7.56  0.40
H -3.74 0.53 8.73  0.48
H -1.99 0.99 6.63  0.29
H -2.57 -1.95 7.85  0.32
H -1.29 -1.04 7.32  0.27
C -5.75 2.73 3.45  -1.47
C -4.27 2.69 3.64  0.65
C -3.72 3.78 2.74  -0.17
O -3.41 4.83 3.59  -0.33
C -3.63 4.35 4.88  0.55
O -3.65 5.17 5.84  -0.62
O -4.05 3.12 4.85  -0.28
H -5.96 2.27 2.46  0.43
H -6.38 3.82 3.33  0.26
H -6.24 2.26 4.30  0.35
H -3.79 1.79 3.40  0.31
H -4.40 4.08 1.84  0.25
H -2.65 3.63 2.32  0.08
C -0.57 4.20 -6.55  -1.30
C 0.49 3.38 -5.76  0.34
C -0.10 2.52 -4.55  -0.69
O 0.82 1.31 -4.64  0.05
C 1.37 1.22 -5.73  0.58
O 2.13 0.37 -6.08  -0.62
O 1.19 2.28 -6.49  -0.40
H -1.14 4.81 -5.99  0.49
H -1.48 3.42 -6.89  0.27
H -0.09 4.68 -7.55  0.27
H 1.23 3.95 -5.29  0.37
H -0.98 2.08 -4.90  0.30
H 0.10 2.98 -3.75  0.43



<b>
The following is a quantum chemistry calculation of a 8-piece molecular cluster, C32H48O24 overall, from the OMol25 dataset.

Output
- Frontier orbital gap: 10.74 eV
- 2S+1: 1

Last column: Mulliken charge in e.
Atoms and positions in Å:
C -22.90 -6.61 2.77  -1.24
C -23.02 -5.20 2.24  2.62
C -21.69 -4.60 1.77  0.42
O -21.91 -4.24 0.41  -0.44
C -23.12 -4.68 0.01  0.51
O -23.54 -4.57 -1.10  -0.55
O -23.80 -5.24 1.03  -0.51
H -22.32 -7.19 2.05  0.46
H -23.87 -7.10 2.81  0.21
H -22.46 -6.69 3.76  0.08
H -23.51 -4.54 2.95  -1.48
H -20.86 -5.31 1.81  -0.18
H -21.42 -3.77 2.41  0.12
C -19.62 -7.14 4.80  -1.17
C -19.06 -7.58 3.47  0.75
C -17.70 -8.29 3.54  -0.37
O -17.88 -9.46 2.74  -0.35
C -19.20 -9.62 2.44  0.59
O -19.62 -10.53 1.81  -0.52
O -19.92 -8.60 2.94  -0.26
H -19.77 -7.98 5.48  0.38
H -20.55 -6.59 4.68  -0.02
H -18.88 -6.51 5.31  0.41
H -19.05 -6.74 2.77  0.01
H -17.46 -8.54 4.57  0.25
H -16.88 -7.74 3.07  0.31
C -25.14 2.32 6.89  -1.66
C -23.69 2.47 6.51  1.92
C -23.44 3.38 5.31  0.04
O -22.47 4.32 5.77  -0.37
C -22.20 4.13 7.08  0.53
O -21.42 4.76 7.71  -0.55
O -22.95 3.12 7.58  -0.36
H -25.64 3.26 7.16  0.48
H -25.30 1.67 7.75  0.13
H -25.67 1.85 6.06  0.44
H -23.27 1.47 6.39  -0.91
H -24.33 3.90 4.95  0.28
H -22.97 2.81 4.50  -0.01
C -25.09 -3.26 8.07  -1.86
C -24.50 -2.65 6.82  0.82
C -23.25 -1.78 7.09  1.22
O -22.23 -2.31 6.26  -0.32
C -22.67 -3.46 5.68  0.38
O -22.01 -4.12 4.94  -0.59
O -23.93 -3.71 6.04  -0.14
H -24.32 -3.73 8.69  0.43
H -25.85 -4.00 7.80  0.38
H -25.55 -2.52 8.72  0.36
H -25.24 -2.12 6.22  0.00
H -22.96 -1.82 8.14  -0.05
H -23.45 -0.73 6.84  -0.83
C -24.15 1.79 10.77  -1.53
C -23.53 0.52 10.27  1.29
C -22.23 0.71 9.49  0.06
O -21.38 -0.33 9.94  -0.39
C -21.85 -0.79 11.13  0.53
O -21.29 -1.56 11.83  -0.54
O -23.09 -0.30 11.37  -0.44
H -23.47 2.34 11.42  0.42
H -25.09 1.61 11.29  0.38
H -24.43 2.42 9.92  0.27
H -24.25 -0.10 9.72  -0.21
H -21.80 1.69 9.71  0.45
H -22.42 0.68 8.42  -0.17
C -25.92 -2.39 11.92  -1.45
C -27.00 -3.19 12.61  0.50
C -28.36 -2.49 12.70  -0.49
O -29.30 -3.43 12.20  -0.35
C -28.65 -4.44 11.59  0.66
O -29.17 -5.33 11.01  -0.52
O -27.31 -4.29 11.71  -0.37
H -25.17 -3.08 11.53  0.33
H -25.41 -1.68 12.58  0.46
H -26.31 -1.80 11.09  0.28
H -26.62 -3.62 13.54  0.35
H -28.40 -1.60 12.07  0.29
H -28.59 -2.20 13.72  0.32
C -26.57 -4.18 4.29  -1.09
C -26.36 -5.66 4.57  1.01
C -27.48 -6.39 5.33  -0.28
O -27.69 -7.58 4.59  -0.38
C -26.98 -7.55 3.43  0.57
O -27.00 -8.40 2.60  -0.53
O -26.25 -6.42 3.35  -0.33
H -27.31 -4.03 3.51  0.54
H -25.62 -3.77 3.97  -0.22
H -26.90 -3.69 5.21  0.28
H -25.40 -5.78 5.07  -0.06
H -28.40 -5.81 5.33  0.28
H -27.15 -6.64 6.34  0.29
C -21.13 0.26 3.98  -1.21
C -22.39 0.04 3.18  0.11
C -22.70 -1.43 2.82  -0.06
O -24.09 -1.55 3.09  -0.29
C -24.47 -0.58 3.94  0.38
O -25.50 -0.55 4.54  -0.57
O -23.50 0.35 4.06  -0.15
H -21.16 -0.37 4.86  0.25
H -21.12 1.29 4.34  0.31
H -20.24 0.09 3.38  0.40
H -22.46 0.70 2.31  0.35
H -22.13 -1.99 3.56  -0.21
H -22.44 -1.67 1.80  0.66



According to the calculations, the structures order from most to least stable as <b>, <a>.



<a>
The following is a quantum chemistry calculation of a single C4H4ClNO2 molecule, from the OMol25 dataset.

Output
- Frontier orbital gap: 9.97 eV
- 2S+1: 1

Last column: Mulliken charge in e.
Atoms and positions in Å:
N -2.48 -1.10 0.55  -0.42
C -1.49 -0.60 0.00  -0.03
C -0.16 0.07 -0.31  0.82
O 0.15 0.26 -1.72  -0.59
C 0.65 -1.05 0.24  0.12
O 0.91 -2.09 -0.61  -0.52
C 0.20 1.34 0.25  -0.64
Cl -0.10 1.30 2.05  -0.19
H 0.29 -0.82 -1.85  0.46
H 0.79 -0.99 1.46  0.28
H 1.30 1.35 0.11  0.32
H -0.04 2.34 -0.17  0.39



<b>
The following is a quantum chemistry calculation of a single C4H4ClNO2 molecule, from the OMol25 dataset.

Output
- Frontier orbital gap: 9.66 eV
- 2S+1: 1

Last column: Mulliken charge in e.
Atoms and positions in Å:
C -1.94 0.35 0.31  -0.78
C -0.82 -0.19 -0.27  0.32
Cl -1.10 -1.16 -1.66  -0.18
C 0.56 -0.01 0.10  0.49
C 1.15 -0.31 1.23  -0.87
N 1.30 0.35 -1.08  0.86
O 2.24 -0.27 -1.50  -0.54
O 0.94 1.41 -1.56  -0.51
H -2.86 -0.06 -0.18  0.24
H -2.17 0.80 1.27  0.33
H 2.19 -0.35 1.29  0.36
H 0.51 -0.57 2.06  0.29



According to the calculations, the structures order from most to least stable as <a>, <b>.



<a>
The following is a quantum chemistry calculation of a single C5H11NS2 molecule, from the OMol25 dataset.

Output
- Frontier orbital gap: 9.02 eV
- 2S+1: 1

Last column: Mulliken charge in e.
Atoms and positions in Å:
C 0.94 -0.68 1.98  -0.62
S 1.91 0.47 0.94  -0.07
C 0.65 0.34 -0.53  0.20
C 0.27 -1.06 -0.95  -0.92
N -0.35 -0.85 -2.29  -0.58
C -0.38 1.23 -0.16  -0.21
C -1.52 0.99 0.77  -0.74
S -2.16 1.21 -0.98  -0.22
H 1.26 -1.75 1.44  0.20
H 1.38 -0.67 3.08  0.31
H -0.20 -0.60 2.22  0.16
H 1.20 0.92 -1.35  0.33
H 1.19 -1.67 -1.08  0.34
H -0.47 -1.40 -0.34  0.43
H -1.01 0.15 -2.43  0.23
H 0.62 -1.10 -3.01  0.27
H -0.08 2.40 -0.19  0.34
H -1.51 0.07 1.53  0.24
H -1.71 1.98 1.35  0.31



<b>
The following is a quantum chemistry calculation of a single C5H11NS2 molecule, from the OMol25 dataset.

Output
- Frontier orbital gap: 9.12 eV
- 2S+1: 1

Last column: Mulliken charge in e.
Atoms and positions in Å:
C -2.81 -0.10 0.53  -0.80
S -1.70 -0.77 -0.72  -0.06
C -0.13 -0.44 0.13  -0.01
C 1.01 -1.49 -0.04  -0.76
N 2.22 -0.76 -0.01  -0.33
C 1.94 0.67 0.06  -0.85
C 0.49 0.83 -0.52  -0.16
S -0.29 2.40 -0.17  -0.23
H -3.88 -0.38 0.29  0.32
H -2.58 -0.52 1.51  0.27
H -2.78 0.96 0.63  0.28
H -0.27 -0.18 1.20  0.29
H 1.05 -2.16 0.84  0.24
H 0.95 -2.10 -0.93  0.33
H 2.87 -1.04 -0.75  0.29
H 2.68 1.25 -0.48  0.38
H 1.99 0.96 1.11  0.32
H 0.53 0.64 -1.62  0.35
H -1.27 2.23 -1.06  0.13



According to the calculations, the structures order from most to least stable as <b>, <a>.



<a>
The following is a quantum chemistry calculation of a 5-piece molecular cluster, CH12O5 overall, from the OMol25 dataset.

Output
- Frontier orbital gap: 11.19 eV
- 2S+1: 1

Last column: Mulliken charge in e.
Atoms and positions in Å:
C 2.60 -0.02 0.99  -0.61
O 1.28 -0.26 0.50  -0.54
H 2.58 0.58 1.90  0.26
H 3.19 0.49 0.23  0.26
H 3.04 -0.99 1.21  0.23
H 0.72 0.46 0.82  0.35
O -1.58 2.12 -1.91  -0.65
H -1.78 1.26 -2.29  0.32
H -0.90 1.99 -1.24  0.35
O -2.38 -2.35 0.60  -0.64
H -2.06 -3.25 0.62  0.31
H -1.68 -1.86 0.13  0.33
O -0.30 -1.50 -1.43  -0.63
H -0.14 -1.30 -2.36  0.30
H 0.40 -1.00 -0.97  0.42
O -0.65 1.82 0.93  -0.69
H -1.38 1.20 0.88  0.34
H -0.98 2.60 1.40  0.28



<b>
The following is a quantum chemistry calculation of a 5-piece molecular cluster, CH12O5 overall, from the OMol25 dataset.

Output
- Frontier orbital gap: 11.59 eV
- 2S+1: 1

Last column: Mulliken charge in e.
Atoms and positions in Å:
C -1.04 2.05 -0.58  -0.69
O -0.06 1.00 -0.40  -0.39
H -0.71 2.93 -0.04  0.38
H -1.29 2.20 -1.63  0.25
H -1.87 1.66 0.01  0.23
H 0.80 1.33 -0.58  0.24
O -0.48 -0.12 1.89  -0.58
H -0.28 -0.38 1.00  0.24
H -0.90 -0.91 2.27  0.32
O 3.35 0.23 1.21  -0.64
H 2.72 0.95 1.29  0.32
H 2.98 -0.47 1.76  0.33
O -2.56 -1.47 -2.24  -0.63
H -2.78 -1.60 -1.29  0.32
H -2.29 -0.55 -2.24  0.31
O 1.28 -2.60 -0.07  -0.62
H 0.94 -1.70 -0.04  0.33
H 2.19 -2.54 -0.33  0.31



According to the calculations, the structures order from most to least stable as <a>, <b>.